Computed, not measured: an isolated molecule of C4H3NO2S in a non-equilibrium geometry, with ωB97M-V/def2-TZVPD.

```
11
Properties=species:S:1:pos:R:3:forces:R:3:mulliken_charge:R:1
N -2.341 -1.193 0.826 1.522 1.101 0.097 -0.3839
C -1.404 -0.506 0.878 -1.492 -1.084 -0.136 0.1878
C -0.206 0.361 0.909 -0.044 -0.187 -0.238 0.0390
O -0.467 1.670 0.494 -0.302 0.054 -0.628 -0.4879
C 0.940 -0.322 0.127 -0.051 0.137 0.041 0.5630
O 1.889 -0.776 0.710 -0.067 0.001 -0.044 -0.4722
C 0.879 -0.424 -1.372 0.429 -0.421 -0.716 -0.2215
S -0.284 0.143 -2.332 0.336 -0.151 0.391 -0.1943
H 0.146 0.409 1.930 0.079 0.028 0.318 0.2736
H -0.901 1.632 -0.386 0.328 0.009 0.565 0.3630
H 1.751 -0.995 -1.782 -0.739 0.513 0.350 0.3333
```
Forces are in eV/Å.

Summary:
**Gap between HOMO and LUMO**: 7.76 eV
**Net charge**: 0
**LUMO energy**: -0.0796 Ha
**Electronic energy**: -20614.92985 eV
**HOMO**: -9.9 eV
**Energy relative to the best compared isomer or geometry (same formula, charge and spin)**: 205.0 kJ/mol
**Structure (SMILES)**: N#C[C@H](O)C(=O)C=S
**Molar mass**: 129.1 Da